# 1
2 unconnected molecules or ions with the total composition C5H14N2S, computed with ωB97M-V/def2-TZVPD.

The geometry in ORCA input format:
```
! wB97M-V def2-TZVPD RIJCOSX def2/J DEFGRID3
* xyz 0 1
C -1.351 -0.530 -1.657
C -1.595 0.919 -2.064
C -0.559 1.853 -1.505
S -0.741 1.703 0.356
H -0.434 -0.951 -2.156
H -2.245 -1.131 -1.912
H -1.168 -0.561 -0.552
H -1.783 1.016 -3.168
H -2.526 1.217 -1.528
H -0.808 2.904 -1.728
H 0.483 1.738 -1.786
C 1.851 0.124 1.836
N 2.054 -1.249 1.316
C 0.733 -1.644 0.732
N 0.399 -2.976 0.495
H 1.417 0.725 1.003
H 2.802 0.597 2.094
H 1.133 0.099 2.742
H 2.255 -1.931 2.067
H 0.755 -1.000 -0.150
H 0.381 -3.559 1.268
H -0.048 -1.177 1.363
*
```

The calculation puts the energy relative to the best compared isomer or geometry (same formula, charge and spin) at 151.0 kcal/mol. The largest force on an atom is 3.94 eV Å⁻¹. Its HOMO energy is -7.606 eV. For the orbital gap, the calculation gives 3.76 eV.

Want to see where the charge sits? The Mulliken charges in e are: number 1, C, carries -0.70; number 2, C, carries -0.45; number 3, C, carries -0.64; number 4, S, carries -0.19; number 5, H, carries 0.31; number 6, H, carries 0.32; number 7, H, carries -0.01; number 8, H, carries 0.34; number 9, H, carries 0.25; number 10, H, carries 0.36; number 11, H, carries 0.33; number 12, C, carries -0.51; number 13, N, carries -0.34; number 14, C, carries -0.24; number 15, N, carries -0.53; number 16, H, carries 0.03; number 17, H, carries 0.31; number 18, H, carries 0.28; number 19, H, carries 0.27; number 20, H, carries 0.30; number 21, H, carries 0.26; number 22, H, carries 0.26

***

# 2
C3H6N2O in the gas phase, computed with ωB97M-V/def2-TZVPD.

The geometry in ORCA input format:
```
! wB97M-V def2-TZVPD RIJCOSX def2/J DEFGRID3
* xyz 0 1
C 0.107 1.482 -1.380
C 0.420 0.151 -0.739
O 0.998 -0.738 -1.331
N -0.037 -0.010 0.554
C -0.113 -1.258 1.156
N -0.652 -1.380 2.297
H -0.431 1.273 -2.308
H -0.501 2.136 -0.751
H 1.033 1.995 -1.646
H -0.470 0.754 1.053
H 0.302 -2.046 0.524
H -0.656 -2.360 2.570
*
```

The calculation puts the energy relative to the best compared isomer or geometry (same formula, charge and spin) at 9.1 kcal/mol. The largest force on an atom is 0.38 eV Å⁻¹. Its HOMO energy is -9.964 eV. As for the SMILES: [H]/N=C/NC(C)=O. For the orbital gap, the calculation gives 10.84 eV.

Want to see where the charge sits? The Mulliken charges in e are: number 1, C, carries -0.88; number 2, C, carries 0.64; number 3, O, carries -0.59; number 4, N, carries -0.24; number 5, C, carries 0.03; number 6, N, carries -0.64; number 7, H, carries 0.26; number 8, H, carries 0.29; number 9, H, carries 0.26; number 10, H, carries 0.26; number 11, H, carries 0.34; number 12, H, carries 0.26

***

# 3
2 unconnected molecules or ions with the total composition C6H12ClN2, computed with ωB97M-V/def2-TZVPD.

The geometry in ORCA input format:
```
! wB97M-V def2-TZVPD RIJCOSX def2/J DEFGRID3
* xyz 1 1
C -0.592 0.845 1.117
C 0.583 0.340 0.891
C -2.295 -0.540 -0.823
C -2.432 -1.926 -0.251
C 1.849 1.714 -0.685
C 2.624 -0.544 0.046
N -1.376 1.574 1.610
N 1.578 0.460 -0.013
Cl -3.359 0.690 -0.437
H 0.835 -0.501 1.580
H -3.009 -2.736 -0.825
H -2.920 -1.825 0.663
H -1.415 -2.265 -0.112
H 2.375 2.335 0.013
H 2.483 1.607 -1.589
H 0.874 2.202 -1.057
H 3.328 -0.428 0.837
H 2.013 -1.407 0.299
H 3.044 -0.580 -0.962
H -2.360 1.460 1.592
H -1.825 -0.473 -1.896
*
```

The calculation puts the energy relative to the best compared isomer or geometry (same formula, charge and spin) at 110.3 kcal/mol. The largest force on an atom is 5.72 eV Å⁻¹. Its HOMO energy (spin up / spin down) is -11.812 / -12.905 eV. For the orbital gap (spin up / spin down), the calculation gives 5.81 / 8.81 eV.

Want to see where the charge sits? The Mulliken charges in e are: number 1, C, carries 0.06; number 2, C, carries 0.05; number 3, C, carries -0.21; number 4, C, carries -0.77; number 5, C, carries -0.87; number 6, C, carries -0.87; number 7, N, carries -0.29; number 8, N, carries 0.14; number 9, Cl, carries -0.11; number 10, H, carries 0.39; number 11, H, carries 0.31; number 12, H, carries 0.33; number 13, H, carries 0.24; number 14, H, carries 0.35; number 15, H, carries 0.32; number 16, H, carries 0.30; number 17, H, carries 0.34; number 18, H, carries 0.34; number 19, H, carries 0.33; number 20, H, carries 0.29; number 21, H, carries 0.33

***

# 4
A molecular structure, C4H5NO7S2, computed with ωB97M-V/def2-TZVPD.

The geometry in ORCA input format:
```
! wB97M-V def2-TZVPD RIJCOSX def2/J DEFGRID3
* xyz 0 1
C 0.645 1.865 -0.602
C -1.111 -1.482 -0.223
C 0.256 0.395 -0.353
C -2.008 0.792 0.468
N -0.984 -0.028 -0.137
O -0.092 2.637 -1.143
O 3.222 -0.130 0.348
O 2.068 -2.689 -0.792
O 1.872 2.087 -0.226
O -0.064 -2.100 0.437
O 1.082 0.384 1.322
O 1.045 -0.421 -1.008
S 2.475 0.921 1.015
S 1.563 -1.687 0.075
H -2.052 -1.782 0.245
H -1.112 -1.766 -1.287
H -2.672 1.180 -0.307
H -2.582 0.195 1.175
H -1.553 1.628 0.994
*
```

The calculation puts the energy relative to the best compared isomer or geometry (same formula, charge and spin) at 0.0 kcal/mol. The largest force on an atom is 2.83 eV Å⁻¹. Its HOMO energy is -10.144 eV. For the orbital gap, the calculation gives 9.71 eV.

Want to see where the charge sits? The Mulliken charges in e are: number 1, C, carries 0.54; number 2, C, carries -0.25; number 3, C, carries 0.45; number 4, C, carries -0.95; number 5, N, carries 0.18; number 6, O, carries -0.51; number 7, O, carries -0.47; number 8, O, carries -0.53; number 9, O, carries -0.38; number 10, O, carries -0.42; number 11, O, carries -0.47; number 12, O, carries -0.48; number 13, S, carries 0.65; number 14, S, carries 0.92; number 15, H, carries 0.36; number 16, H, carries 0.31; number 17, H, carries 0.31; number 18, H, carries 0.38; number 19, H, carries 0.34

***

Q: The lowest largest force on an atom belongs to which entry?
A: C3H6N2O

***

Q: The lowest largest force on an atom belongs to which entry?
A: C3H6N2O

***

Q: What is the formula in the third record?
A: C6H12ClN2

***

Q: Among the records above, which one has the lowest largest force on an atom?
A: C3H6N2O